1.
C25H40BrMgNOP2 as an isolated structure in a non-equilibrium geometry. Source: OMol25; level of theory: the ωB97M-V functional and the def2-TZVPD basis.

Atoms and positions in Å:
C 3.0445 -6.8653 1.4907
C 2.0959 -6.1064 0.7518
C 0.9387 -6.8109 0.3093
C 0.8364 -8.1921 0.5411
N 1.7706 -8.8724 1.1937
C 2.8383 -8.2470 1.6651
C 2.3474 -4.7230 0.4536
C 2.5621 -3.5257 0.2042
C 1.9352 -2.2179 0.3097
C 2.1866 -1.3595 1.4647
C 1.4398 -0.1363 1.5289
C 0.7904 0.3205 0.4207
C 0.6913 -0.3931 -0.7583
C 1.3749 -1.6373 -0.8919
Mg 3.3860 -1.0367 -0.4276
P 0.1316 2.5505 1.7784
H 0.1416 -6.3206 -0.2610
H 3.9631 -6.4140 1.8814
H -0.0093 -8.7642 0.1786
H 3.5732 -8.8579 2.1889
H 1.4738 -2.1963 -1.8571
H 2.7884 -1.7723 2.2524
H 0.1323 0.0395 -1.5671
H 1.3860 0.4844 2.4160
C -0.1825 4.3067 1.6752
C -1.6281 4.6193 2.0309
H 0.0904 4.6388 0.6680
H 0.5435 4.7393 2.3793
H -1.7629 5.7035 1.9988
H -2.3320 4.1897 1.3035
H -1.8912 4.2622 3.0393
C -1.4129 1.6398 1.5458
C -1.6259 0.5585 2.5826
H -1.4040 1.2207 0.5297
H -2.2094 2.3911 1.5838
H -2.4197 -0.1050 2.2229
H -0.7198 -0.0390 2.7308
H -1.9443 0.9724 3.5498
C 0.7320 2.3859 3.5276
C -0.1796 3.1118 4.5230
H 1.7531 2.8103 3.5395
H 0.8298 1.3240 3.8148
H 0.1823 2.9330 5.5459
H -0.1692 4.1974 4.3528
H -1.2179 2.7442 4.4788
Br 1.3515 2.3806 -0.4333
P -1.6750 1.1880 -3.5367
C -2.2965 1.8114 -1.9357
C -3.6261 2.5861 -1.9856
H -1.4898 2.3954 -1.4991
H -2.4457 0.9047 -1.3492
H -4.0958 2.5758 -0.9862
H -3.5082 3.6510 -2.2571
H -4.3432 2.1168 -2.6812
C -0.3130 2.2910 -4.1267
C -0.5209 2.2888 -5.6470
H 0.6730 1.9497 -3.8254
H -0.4705 3.3032 -3.7556
H 0.1104 3.0177 -6.1857
H -0.3012 1.3044 -6.0911
H -1.5758 2.5524 -5.8647
C -1.2505 -0.5651 -3.2941
C -2.2600 -1.6578 -3.6699
H -1.0779 -0.6559 -2.2219
H -0.3030 -0.7306 -3.8158
H -1.7329 -2.6217 -3.6998
H -3.0644 -1.7769 -2.9305
H -2.6975 -1.4958 -4.6592
O 3.9049 1.5300 1.0226
H 3.3520 2.3960 1.1125
H 4.8057 1.7100 1.4274

Results
- lowest unoccupied orbital energy (alpha / beta) (eV) = -8.8 / -8.8
- E_HOMO (alpha / beta) (Ha) = -0.4282 / -0.4281
- orbital gap (alpha / beta) (eV) = 2.8521 / 2.8605
- multiplicity = 1
- energy above the lowest of the compared OMol25 structures with the same formula, charge and spin (kJ/mol) = 568.6
- charge = +2

=====

2.
C35H31N5O2PS6SbZr as an isolated structure. Source: OMol25; level of theory: the ωB97M-V functional and the def2-TZVPD basis.

Atoms and positions in Å:
Zr 1.1764 0.0292 -0.5136
C -4.3150 1.2699 -1.7222
S -3.7286 1.7788 -0.0890
C -1.9930 1.3676 -0.3540
S -1.5567 -0.2827 -0.3782
N -1.2408 2.4070 -0.5037
N 0.0849 2.0812 -0.7805
C 0.7819 3.0874 -1.1703
C 2.0640 2.8573 -1.8178
C 2.7156 3.8683 -2.5196
C 3.8431 3.5517 -3.2501
C 4.3010 2.2429 -3.2517
C 3.6216 1.3038 -2.4950
N 2.5197 1.5977 -1.8066
H -5.3948 1.4189 -1.7437
H -3.8484 1.8791 -2.4953
H -4.0865 0.2189 -1.8910
H 0.3463 4.0816 -1.1683
H 2.3252 4.8765 -2.4829
H 4.3659 4.3190 -3.8081
H 5.1866 1.9513 -3.7979
H 3.9686 0.2833 -2.4022
O 0.8342 -1.6455 0.6843
C 1.4318 -2.7836 0.8787
C 1.3755 -3.3889 2.1514
C 1.9745 -4.6023 2.3903
C 2.6443 -5.2894 1.3702
C 2.6946 -4.7217 0.1173
C 2.1109 -3.4766 -0.1513
C 2.1752 -2.9678 -1.4998
N 1.8060 -1.7970 -1.8618
N 1.9071 -1.5440 -3.2306
C 1.1923 -0.4880 -3.5053
O 0.4855 0.1596 -2.6575
C 1.2354 0.0213 -4.9078
C 0.3229 0.9949 -5.2986
C 0.3607 1.5122 -6.5860
C 1.3172 1.0668 -7.4878
C 2.2360 0.0997 -7.0969
C 2.1954 -0.4223 -5.8136
H 0.8602 -2.8484 2.9339
H 1.9299 -5.0290 3.3863
H 3.1175 -6.2432 1.5649
H 3.2061 -5.2327 -0.6923
H 2.5497 -3.6356 -2.2768
H -0.3991 1.3402 -4.5699
H -0.3534 2.2708 -6.8832
H 1.3527 1.4767 -8.4904
H 2.9912 -0.2428 -7.7944
H 2.9042 -1.1718 -5.4883
S 2.4591 2.9813 1.2256
Sb 4.6993 1.7769 0.7355
S 3.6466 -0.3684 0.2844
S 1.2248 1.4578 1.8046
S 5.7301 1.5351 2.7648
C -0.2230 -0.3698 4.5980
P -1.2699 -0.1646 3.0902
C -2.3295 1.2270 3.6846
C -3.2156 1.1185 4.7576
C -3.9705 2.2060 5.1674
C -3.8495 3.4240 4.5055
C -2.9692 3.5441 3.4420
C -2.2105 2.4520 3.0346
C -2.4633 -1.5455 3.2892
C -2.1545 -2.7246 3.9630
C -3.0440 -3.7936 3.9824
C -4.2608 -3.6993 3.3265
C -4.5753 -2.5322 2.6373
C -3.6839 -1.4736 2.6100
H -0.7644 -0.7626 5.4622
H 0.1736 0.6179 4.8335
H 0.6347 -1.0033 4.3684
H -3.3236 0.1662 5.2657
H -4.6570 2.1058 6.0006
H -4.4434 4.2743 4.8208
H -2.8700 4.4859 2.9163
H -1.5060 2.5518 2.2142
H -1.2062 -2.8187 4.4782
H -2.7786 -4.7028 4.5094
H -4.9548 -4.5314 3.3392
H -5.5156 -2.4528 2.1041
H -3.9248 -0.5811 2.0413

Results
- lowest unoccupied orbital energy (eV) = 4.0
- E_HOMO (Ha) = -0.0461
- orbital gap (eV) = 5.2778
- multiplicity = 1
- energy above the lowest of the compared OMol25 structures with the same formula, charge and spin (kJ/mol) = 0.0
- charge = -2

=====

3.
C38H42GeN9SeTc as an isolated structure in a non-equilibrium geometry. Source: OMol25; level of theory: the ωB97M-V functional and the def2-TZVPD basis.

Atoms and positions in Å:
Tc 1.1027 0.5270 0.7121
N -0.7728 1.7073 -1.0460
C -1.3871 2.7143 -0.1052
C -0.3608 3.3113 0.8217
N 0.2681 2.3358 1.7425
C -0.5861 1.9730 2.9088
C -1.2532 0.6332 2.6976
N -0.2216 -0.3502 2.2959
H -1.4477 1.5869 -1.8075
H 0.0960 2.1048 -1.4288
H -1.8064 3.5136 -0.7142
H -2.2068 2.2188 0.4121
H 0.4349 3.7456 0.2230
H -0.8361 4.1205 1.3795
H 1.0864 2.8063 2.1194
H 0.0583 1.9222 3.7833
H -1.3341 2.7449 3.0974
H -1.7676 0.3256 3.6092
H -1.9952 0.6782 1.9063
H 0.3423 -0.5617 3.1098
H -0.6855 -1.2122 2.0362
C 2.5345 -0.2253 2.2376
C 2.4562 0.6919 3.3974
C 1.9129 0.2679 4.6178
C 1.8471 1.1135 5.7124
C 2.3170 2.4193 5.6064
C 2.8881 2.8553 4.4102
C 2.9573 1.9987 3.3244
C 2.2059 3.3233 6.7273
N 2.0905 4.0543 7.6081
H 2.3866 -1.2692 2.4960
H 3.4458 -0.1008 1.6637
H 1.5902 -0.7639 4.7305
H 1.4420 0.7670 6.6536
H 3.2903 3.8591 4.3478
H 3.4229 2.3331 2.4017
N 4.5796 -3.3082 -0.8493
N 3.3959 -2.6271 -0.8005
N 2.4316 -2.8551 -1.6580
C 1.5552 -1.9289 -1.2985
N 1.9920 -1.1956 -0.2744
N 3.2003 -1.6671 0.0386
H 4.4731 -4.2139 -1.2776
H 5.0884 -3.2571 0.0184
H 0.6213 -1.7944 -1.8013
Se 2.4722 2.0854 -0.5116
C 3.5131 1.7169 -2.0739
C 3.9195 0.4376 -2.4407
C 4.7296 0.2737 -3.5557
C 5.1277 1.3784 -4.2970
C 4.7088 2.6520 -3.9307
C 3.9010 2.8279 -2.8145
H 3.6167 -0.4208 -1.8568
H 5.0555 -0.7195 -3.8426
H 5.7713 1.2472 -5.1575
H 5.0149 3.5140 -4.5109
H 3.5822 3.8198 -2.5190
C -0.4697 0.3542 -0.4115
Ge -2.0193 -0.9232 -0.9578
C -1.6490 -2.5615 -1.9672
C -2.1468 -3.7883 -1.5256
C -1.9991 -4.9322 -2.3059
C -1.3704 -4.8608 -3.5395
C -0.9079 -3.6376 -4.0089
C -1.0504 -2.4995 -3.2321
C -2.9266 -1.3998 0.7013
C -2.4117 -2.4516 1.4715
C -3.0569 -2.8720 2.6282
C -4.2329 -2.2489 3.0319
C -4.7548 -1.2040 2.2813
C -4.1059 -0.7817 1.1255
C -3.0447 0.1560 -2.2359
C -4.4336 0.2963 -2.1687
C -5.1297 0.9706 -3.1644
C -4.4531 1.5250 -4.2420
C -3.0767 1.3723 -4.3447
C -2.3839 0.6814 -3.3579
H -2.6810 -3.8655 -0.5900
H -2.3857 -5.8769 -1.9465
H -1.2549 -5.7521 -4.1431
H -0.4442 -3.5706 -4.9858
H -0.6964 -1.5556 -3.6337
H -1.5159 -2.9764 1.1473
H -2.6565 -3.7002 3.2025
H -4.7442 -2.5838 3.9262
H -5.6741 -0.7202 2.5912
H -4.5265 0.0422 0.5616
H -4.9896 -0.1498 -1.3547
H -6.2082 1.0556 -3.1018
H -4.9982 2.0549 -5.0127
H -2.5442 1.7751 -5.1976
H -1.3229 0.4944 -3.5150

Results
- lowest unoccupied orbital energy (alpha / beta) (eV) = -6.9 / -6.9
- E_HOMO (alpha / beta) (Ha) = -0.4795 / -0.4796
- orbital gap (alpha / beta) (eV) = 6.1801 / 6.1883
- multiplicity = 1
- energy above the lowest of the compared OMol25 structures with the same formula, charge and spin (kJ/mol) = 16.1
- charge = +2